(1)
Entry from OMol25: one molecule with the formula C6H3BrF6O2 at a distorted geometry (ωB97M-V with the def2-TZVPD basis set).

Structure (ORCA input):
```
! wB97M-V def2-TZVPD RIJCOSX def2/J DEFGRID3
* xyz 0 1
C 2.317 1.876 -0.972
C 1.657 0.593 -0.600
O 1.949 -0.363 -1.303
O 0.739 0.578 0.405
C -0.059 -0.658 0.600
Br 1.130 -2.128 1.262
C -1.285 -0.425 1.483
F -1.395 -1.308 2.538
F -1.392 0.841 1.990
C -2.220 -0.673 0.337
F -2.847 0.464 -0.062
F -3.171 -1.631 0.560
C -1.004 -1.063 -0.540
F -0.943 -2.398 -0.837
F -0.894 -0.340 -1.701
H 1.708 2.470 -1.650
H 2.428 2.462 -0.067
H 3.282 1.703 -1.442
*
```

Values from the calculation:
Calculated total energy ... -96711.707 eV
Highest occupied orbital energy ... -0.3924 Eh
SMILES ... CC(=O)OC1(Br)C(F)(F)C(F)(F)C1(F)F
Gap between HOMO and LUMO ... 9.995 eV
ΔE to the lowest compared entry with this formula, charge and spin ... 0.118 eV

Here are the natural (NBO) charges for atoms 1 to 6, given in e: -0.71, 0.79, -0.57, -0.49, 0.13, 0.11


(2)
Entry from OMol25: one molecule with the formula C6H3ClN4 at a distorted geometry (ωB97M-V with the def2-TZVPD basis set).

Structure (ORCA input):
```
! wB97M-V def2-TZVPD RIJCOSX def2/J DEFGRID3
* xyz 0 1
N 1.393 -1.657 1.704
C 1.362 -0.501 1.823
C 1.229 0.934 1.723
C 0.927 1.385 0.469
C 0.803 2.780 0.204
N 0.852 3.938 -0.004
N 0.836 0.588 -0.614
C 0.019 -0.241 -1.052
C -1.352 -0.449 -0.560
N -1.863 0.415 0.245
Cl -3.426 0.275 1.036
H 1.628 1.553 2.467
H 0.561 -0.808 -1.899
H -1.934 -1.226 -1.110
*
```

Values from the calculation:
Calculated total energy ... -24749.068 eV
Highest occupied orbital energy ... -0.3526 Eh
SMILES ... N#C\C=C(C#N)/N=C\C=N\Cl
Gap between HOMO and LUMO ... 8.193 eV
ΔE to the lowest compared entry with this formula, charge and spin ... 0.000 eV

Here are the natural (NBO) charges for atoms 1 to 6, given in e: -0.32, 0.26, -0.34, 0.12, 0.25, -0.24


Repeat the first record exactly.
Entry from OMol25: one molecule with the formula C6H3BrF6O2 at a distorted geometry (ωB97M-V with the def2-TZVPD basis set).

Structure (ORCA input):
```
! wB97M-V def2-TZVPD RIJCOSX def2/J DEFGRID3
* xyz 0 1
C 2.317 1.876 -0.972
C 1.657 0.593 -0.600
O 1.949 -0.363 -1.303
O 0.739 0.578 0.405
C -0.059 -0.658 0.600
Br 1.130 -2.128 1.262
C -1.285 -0.425 1.483
F -1.395 -1.308 2.538
F -1.392 0.841 1.990
C -2.220 -0.673 0.337
F -2.847 0.464 -0.062
F -3.171 -1.631 0.560
C -1.004 -1.063 -0.540
F -0.943 -2.398 -0.837
F -0.894 -0.340 -1.701
H 1.708 2.470 -1.650
H 2.428 2.462 -0.067
H 3.282 1.703 -1.442
*
```

Values from the calculation:
Calculated total energy ... -96711.707 eV
Highest occupied orbital energy ... -0.3924 Eh
SMILES ... CC(=O)OC1(Br)C(F)(F)C(F)(F)C1(F)F
Gap between HOMO and LUMO ... 9.995 eV
ΔE to the lowest compared entry with this formula, charge and spin ... 0.118 eV

Here are the natural (NBO) charges for atoms 1 to 6, given in e: -0.71, 0.79, -0.57, -0.49, 0.13, 0.11


Q: Number 2 is which compound?
A: C6H3ClN4


Q: gap between HOMO and LUMO of number 1 (C6H3BrF6O2)?
A: 9.995 eV